(1)
Molecular formula: C2H2FN3
Method: DFT, the ωB97M-V functional and the def2-TZVPD basis

Computed properties:
2S+1: 1
Gap between HOMO and LUMO, eV: 10.649
E_LUMO, eV: 0.6420
SMILES: Fc1cnn[nH]1
Highest occupied orbital energy, eV: -10.01

Structure (XYZ):
```
8
Properties=species:S:1:pos:R:3:forces:R:3:mulliken_charge:R:1
F -1.1281 0.8419 -1.3752 -1.2 0.4 0.0 -0.26
C -0.5137 0.3106 -0.3535 2.1 -0.2 1.0 0.56
C -0.7465 -0.6530 0.5834 2.2 0.1 -0.9 -0.52
N 0.5459 -1.0249 1.0484 -1.3 1.1 0.6 -0.11
N 1.4618 -0.2448 0.6060 -1.4 0.5 -1.3 -0.44
N 0.8034 0.6609 -0.2421 0.8 0.7 -3.1 0.02
H -1.6493 -1.0995 0.8877 -0.6 -0.7 0.2 0.41
H 1.2265 1.2087 -1.1547 -0.7 -2.0 3.6 0.33
```
Forces are in eV/Å.

(2)
Molecular formula: C2H2FN3O
Method: DFT, the ωB97M-V functional and the def2-TZVPD basis

Computed properties:
2S+1: 1
Gap between HOMO and LUMO, eV: 9.226
E_LUMO, eV: -1.9975
Highest occupied orbital energy, eV: -11.22

Structure (XYZ):
```
9
Properties=species:S:1:pos:R:3:forces:R:3:mulliken_charge:R:1
C -0.9741 -0.3920 0.8546 -0.1 0.2 -0.6 -0.36
C -0.5476 0.5719 -0.2198 -0.4 2.8 3.0 1.01
N -2.1975 -0.6744 0.6595 0.9 -0.9 1.6 -0.22
N -1.7332 0.6910 -1.0025 0.2 0.7 -1.2 -0.16
N -2.6092 -0.0070 -0.5092 -0.9 0.5 -1.1 -0.20
O 0.6398 0.6595 -0.7252 0.1 -0.3 -0.3 -0.40
F -0.7228 2.0698 0.7486 0.2 -2.8 -1.7 -0.45
H -0.3779 -0.7412 1.6711 0.1 -0.1 0.3 0.41
H 0.6590 1.2936 -1.4626 -0.1 -0.1 0.1 0.36
```
Forces are in eV/Å.

(3)
Molecular formula: C2H2FNO2
Method: DFT, the ωB97M-V functional and the def2-TZVPD basis

Computed properties:
2S+1: 1
Gap between HOMO and LUMO (spin up / spin down), eV: 9.218 / 7.681
E_LUMO (spin up / spin down), eV: -0.2444 / -1.2956
Highest occupied orbital energy (spin up / spin down), eV: -9.46 / -8.98

Structure (XYZ):
```
8
Properties=species:S:1:pos:R:3:forces:R:3:mulliken_charge:R:1
C -0.6873 -0.5004 0.4156 -2.3 1.4 -0.8 -0.01
C -0.0067 -0.4954 -0.8386 -1.0 0.4 -1.2 -0.06
N 0.9131 1.6567 0.2720 -0.4 0.2 -1.2 0.20
O -1.7985 -0.1023 0.7761 0.6 -0.2 -1.1 -0.50
O 1.3272 1.3386 1.2681 0.6 0.0 1.3 -0.13
F -0.4387 0.0804 -1.9710 -0.4 -0.1 0.8 -0.22
H -0.0210 -0.7383 1.1629 1.9 -1.4 2.0 0.40
H 0.7119 -1.2394 -1.0852 0.9 -0.3 0.3 0.33
```
Forces are in eV/Å.

(4)
Molecular formula: C2H2FNO2
Method: DFT, the ωB97M-V functional and the def2-TZVPD basis

Computed properties:
2S+1: 1
Gap between HOMO and LUMO (spin up / spin down), eV: 7.640 / 7.723
E_LUMO (spin up / spin down), eV: -3.6098 / -3.5991
Highest occupied orbital energy (spin up / spin down), eV: -11.25 / -11.32

Structure (XYZ):
```
8
Properties=species:S:1:pos:R:3:forces:R:3:mulliken_charge:R:1
C -0.5234 -1.1599 0.9996 1.4 3.2 3.9 -0.58
C 0.4030 -0.4879 1.6331 1.1 -2.3 -3.2 0.50
N 1.2342 0.2600 2.4643 -0.1 -0.8 2.5 0.88
O 1.7290 -0.3709 3.3790 0.2 -0.4 -0.3 -0.42
O 1.2390 1.4448 2.3538 0.0 1.6 -1.0 -0.47
F 2.4860 -1.1279 0.5224 -2.6 0.9 1.2 -0.58
H -0.0732 -1.4974 0.1673 1.0 -2.0 -3.3 0.36
H -1.5379 -1.0973 1.2833 -1.1 -0.2 0.1 0.30
```
Forces are in eV/Å.

(5)
Molecular formula: C2H2FO2Rb
Method: DFT, the ωB97M-V functional and the def2-TZVPD basis

Computed properties:
2S+1: 1
Gap between HOMO and LUMO, eV: 6.157
E_LUMO, eV: -0.8359
Highest occupied orbital energy, eV: -6.99

Structure (XYZ):
```
8
Properties=species:S:1:pos:R:3:forces:R:3:mulliken_charge:R:1
H 1.4413 1.2527 1.8297 -1.5 1.4 0.9 0.04
O 1.2629 -0.5057 -0.1609 1.4 0.1 1.5 -0.55
C 1.6332 0.5475 0.3405 -3.1 1.0 -5.1 0.55
C 0.6554 1.5679 0.8841 1.7 -2.1 0.0 -0.22
O -0.5981 1.1798 0.8149 0.0 0.0 0.6 -0.78
F 2.7874 1.1150 -0.1234 0.6 -0.6 1.0 -0.25
H 0.9234 2.5890 0.5333 0.3 -0.5 0.6 0.25
Rb -1.7127 -1.1803 -0.5405 0.7 0.8 0.5 0.96
```
Forces are in eV/Å.

(6)
Molecular formula: C2H2FO2S
Method: DFT, the ωB97M-V functional and the def2-TZVPD basis

Computed properties:
Charge: -1
2S+1: 1
Gap between HOMO and LUMO, eV: 8.200
E_LUMO, eV: 3.7682
Highest occupied orbital energy, eV: -4.43

Structure (XYZ):
```
8
Properties=species:S:1:pos:R:3:forces:R:3:mulliken_charge:R:1
C -0.9620 0.5018 0.1194 0.4 -1.2 0.6 0.72
C 0.0030 -0.6011 -0.3328 4.3 -0.8 -2.4 -0.12
O -0.4626 1.4703 0.6631 0.2 1.9 0.3 -0.70
O -2.1173 0.1391 -0.0279 -1.6 -0.4 -0.6 -0.66
F -0.0377 -1.7793 0.2815 -1.0 -0.3 0.3 -0.20
S 2.1669 0.1074 0.3681 -1.7 -1.0 -1.2 -0.50
H 0.2685 -0.8147 -1.4694 -0.9 0.8 2.3 0.21
H 1.1412 0.9764 0.3980 0.3 1.1 0.6 0.23
```
Forces are in eV/Å.

(7)
Molecular formula: C2H2FO2Yb
Method: DFT, the ωB97M-V functional and the def2-TZVPD basis

Computed properties:
Charge: +1
2S+1: 1
Gap between HOMO and LUMO, eV: 7.577
E_LUMO, eV: -5.5646
Highest occupied orbital energy, eV: -13.14

Structure (XYZ):
```
8
Properties=species:S:1:pos:R:3:forces:R:3:mulliken_charge:R:1
H 1.0370 0.1031 1.0748 1.1 0.1 -0.5 0.14
O 0.7298 0.3879 -1.2824 1.4 -0.3 -0.2 -0.67
C 0.4969 0.6492 -0.0615 -5.0 -1.6 2.1 0.64
C -0.3433 -0.3619 0.7043 -1.4 3.0 -3.4 -0.13
O -0.7088 -1.3850 0.0237 1.0 -0.6 0.9 -0.60
F 0.0976 1.9218 0.2334 1.4 -0.4 0.2 -0.22
H -1.0272 0.0593 1.4625 1.2 -0.5 0.6 0.43
Yb -0.2821 -1.3745 -2.1548 0.3 0.2 0.3 1.41
```
Forces are in eV/Å.

(8)
Molecular formula: C2H2FO4P
Method: DFT, the ωB97M-V functional and the def2-TZVPD basis

Computed properties:
Charge: -2
2S+1: 1
Gap between HOMO and LUMO, eV: 6.386
E_LUMO, eV: 6.8159
SMILES: O=C[C@@H](F)P(=O)([O-])[O-]
Highest occupied orbital energy, eV: 0.43

Structure (XYZ):
```
10
Properties=species:S:1:pos:R:3:forces:R:3:mulliken_charge:R:1
O 1.3634 0.6628 -1.9668 1.0 2.2 -2.7 -0.53
C 1.1296 0.0824 -0.9683 -2.8 -0.3 3.2 -0.05
C 0.2526 0.7685 0.2885 2.3 -4.1 -1.2 -0.06
F 0.0237 2.0780 0.0167 -0.3 0.9 -0.3 -0.33
P -1.1320 -0.6527 0.6122 1.0 1.0 -0.6 0.75
O -0.2667 -1.6572 1.3677 -0.1 0.2 -0.1 -0.78
O -1.4344 -0.9855 -0.8322 -0.3 -0.6 -0.4 -0.77
O -2.2136 0.0620 1.3673 -0.6 0.1 0.6 -0.78
H 1.3303 -1.0091 -1.0137 -0.1 0.0 1.2 0.36
H 0.9471 0.6508 1.1286 0.0 0.5 0.3 0.20
```
Forces are in eV/Å.

(9)
Molecular formula: C2H2FOSn
Method: DFT, the ωB97M-V functional and the def2-TZVPD basis

Computed properties:
2S+1: 2
Gap between HOMO and LUMO (spin up / spin down), eV: 5.688 / 8.764
E_LUMO (spin up / spin down), eV: -1.2839 / -1.1642
Highest occupied orbital energy (spin up / spin down), eV: -6.97 / -9.93

Structure (XYZ):
```
7
Properties=species:S:1:pos:R:3:forces:R:3:mulliken_charge:R:1
C 0.2672 -0.1056 0.1395 4.0 0.2 -4.9 0.72
C -0.8810 -0.7091 0.0582 -1.1 2.2 2.1 -0.80
O 1.3588 0.1313 -0.4528 -2.3 -0.9 2.5 -0.58
H -1.7728 -0.1571 0.3673 0.3 -0.3 0.1 0.39
H 1.4886 1.5344 -0.0060 -3.7 0.0 2.4 0.53
Sn -1.0102 -2.5536 -0.8135 0.0 -1.6 -0.7 0.28
F 0.5494 1.8598 0.7073 2.7 0.3 -1.6 -0.54
```
Forces are in eV/Å.

(10)
Molecular formula: C2H2FOV
Method: DFT, the ωB97M-V functional and the def2-TZVPD basis

Computed properties:
2S+1: 5
Gap between HOMO and LUMO (spin up / spin down), eV: 6.861 / 8.720
E_LUMO (spin up / spin down), eV: 0.0422 / 0.1266
Highest occupied orbital energy (spin up / spin down), eV: -6.82 / -8.59

Structure (XYZ):
```
7
Properties=species:S:1:pos:R:3:forces:R:3:mulliken_charge:R:1
C 0.4135 0.5791 -0.2978 0.8 -1.9 1.5 0.71
C -0.6987 -0.1390 0.2279 -1.9 -1.2 -0.4 -1.06
O 0.4806 -0.0866 1.0784 0.9 1.5 -1.6 -0.35
H 0.5543 1.6543 -0.4170 0.2 -0.4 0.3 0.33
F 1.2092 -0.1639 -1.1652 -0.2 0.8 0.1 -0.23
H -1.5328 0.4575 0.6210 0.2 -0.1 -0.1 0.33
V -0.4261 -2.3015 -0.0472 0.0 1.2 0.2 0.28
```
Forces are in eV/Å.

(11)
Molecular formula: C2H2HgO2
Method: DFT, the ωB97M-V functional and the def2-TZVPD basis

Computed properties:
Charge: +1
2S+1: 2
Gap between HOMO and LUMO (spin up / spin down), eV: 6.794 / 7.921
E_LUMO (spin up / spin down), eV: -7.5175 / -7.9306
Highest occupied orbital energy (spin up / spin down), eV: -14.31 / -15.85

Structure (XYZ):
```
7
Properties=species:S:1:pos:R:3:forces:R:3:mulliken_charge:R:1
O -0.3758 0.4197 0.5991 6.9 8.5 -3.7 -0.45
C 0.1137 0.9765 -0.4569 -3.6 -1.6 2.8 0.22
C 1.1224 0.3218 -1.2283 1.8 -3.7 -2.7 0.11
O 1.2474 -0.9238 -1.2191 -0.5 3.5 0.7 -0.35
Hg -1.4898 -0.9295 0.9677 -5.6 -7.1 1.9 0.77
H -0.5303 1.6969 -0.9819 0.5 0.5 0.4 0.36
H 1.5137 0.9154 -2.0776 0.4 -0.1 0.5 0.33
```
Forces are in eV/Å.

(12)
Molecular formula: C2H2I2S
Method: DFT, the ωB97M-V functional and the def2-TZVPD basis

Computed properties:
2S+1: 1
Gap between HOMO and LUMO (spin up / spin down), eV: 8.013 / 7.804
E_LUMO (spin up / spin down), eV: -1.1978 / -0.7356
Highest occupied orbital energy (spin up / spin down), eV: -9.21 / -8.54

Structure (XYZ):
```
7
Properties=species:S:1:pos:R:3:forces:R:3:mulliken_charge:R:1
C -0.9715 -0.4105 0.0931 0.4 0.7 1.5 -0.37
C 0.1772 -0.4394 -0.8026 0.4 0.0 0.1 -0.34
S -0.3922 -2.0236 -0.1246 0.0 -0.1 -0.1 -0.05
I -2.8947 0.3034 -0.2496 0.2 0.0 0.0 0.12
I 2.0430 0.3557 -0.1350 -0.3 -0.1 -0.2 0.08
H -0.2099 0.4173 1.9412 -0.7 -0.6 -1.4 0.10
H 0.0708 -0.3112 -1.8741 -0.1 0.1 0.1 0.46
```
Forces are in eV/Å.

(13)
Molecular formula: C2H2I4
Method: DFT, the ωB97M-V functional and the def2-TZVPD basis

Computed properties:
2S+1: 1
Gap between HOMO and LUMO (spin up / spin down), eV: 6.009 / 5.977
E_LUMO (spin up / spin down), eV: -3.2151 / -3.2511
Highest occupied orbital energy (spin up / spin down), eV: -9.22 / -9.23

Structure (XYZ):
```
8
Properties=species:S:1:pos:R:3:forces:R:3:mulliken_charge:R:1
C 0.0715 0.2061 -0.5867 -0.3 0.2 0.0 -0.68
C -0.2586 -0.2237 0.6193 0.3 -0.2 0.0 -0.56
I -1.1757 1.4870 -1.6748 0.1 -0.1 0.1 0.10
I -0.4673 -2.8926 -2.0414 0.0 0.1 0.0 0.04
I 1.0273 2.9511 1.9494 0.0 -0.1 -0.1 0.03
I 0.9817 -1.5212 1.6933 -0.1 0.1 -0.1 0.11
H 0.9899 -0.0447 -1.0904 0.1 -0.1 0.0 0.53
H -1.1688 0.0381 1.1314 -0.1 0.0 0.0 0.43
```
Forces are in eV/Å.

(14)
Molecular formula: C2H2IN
Method: DFT, the ωB97M-V functional and the def2-TZVPD basis

Computed properties:
2S+1: 1
Gap between HOMO and LUMO, eV: 9.937
E_LUMO, eV: 0.2325
SMILES: IC1=NC1
Highest occupied orbital energy, eV: -9.70

Structure (XYZ):
```
6
Properties=species:S:1:pos:R:3:forces:R:3:mulliken_charge:R:1
I -2.5543 -0.4182 0.0076 -0.2 0.1 -0.1 0.15
C -0.6288 0.2644 -0.0670 -0.1 -0.4 -1.1 0.05
N 0.0619 1.2787 0.0554 0.3 -0.2 0.8 -0.41
C 0.7408 -0.1795 -0.0379 0.5 -0.1 0.7 -0.22
H 0.9055 -0.7377 0.9437 0.8 1.1 -1.4 0.19
H 1.4749 -0.2077 -0.9018 -1.4 -0.5 1.1 0.24
```
Forces are in eV/Å.

(15)
Molecular formula: C2H2IN3
Method: DFT, the ωB97M-V functional and the def2-TZVPD basis

Computed properties:
2S+1: 1
Gap between HOMO and LUMO, eV: 8.685
E_LUMO, eV: -0.7230
Highest occupied orbital energy, eV: -9.41

Structure (XYZ):
```
8
Properties=species:S:1:pos:R:3:forces:R:3:mulliken_charge:R:1
C -0.2336 -1.8070 0.1582 -2.5 -1.3 -0.6 0.52
C -0.0798 0.8565 0.1949 1.1 -2.7 -0.3 0.12
N -1.2506 -2.3931 0.2408 1.7 0.6 0.1 -0.49
N 0.8500 1.5845 0.0385 1.5 2.9 -1.0 -0.38
N 0.7530 -0.9640 0.0976 -1.3 2.7 2.6 -0.61
I -2.1063 0.8414 0.2611 -0.5 -0.1 0.1 0.26
H 0.9293 2.6115 -0.2257 -0.7 -1.9 0.9 0.29
H 1.1379 -0.7299 -0.7656 0.7 -0.2 -1.8 0.29
```
Forces are in eV/Å.

(16)
Molecular formula: C2H2IN3
Method: DFT, the ωB97M-V functional and the def2-TZVPD basis

Computed properties:
2S+1: 1
Gap between HOMO and LUMO, eV: 7.726
E_LUMO, eV: -0.8584
Highest occupied orbital energy, eV: -8.58

Structure (XYZ):
```
8
Properties=species:S:1:pos:R:3:forces:R:3:mulliken_charge:R:1
C 0.0705 -0.4498 0.1600 -0.3 0.5 0.5 -0.13
C 0.6755 -0.9539 1.3993 0.4 0.3 0.6 -0.44
N -1.9258 -1.2222 -1.0165 -4.3 1.0 -0.3 0.44
N -3.1148 -1.1225 -1.2684 10.1 -1.1 2.0 -0.34
N -0.4916 -1.4070 -0.7250 -5.9 -1.0 -2.9 -0.32
I 0.4814 -2.9665 1.7452 0.0 0.2 -0.1 0.14
H -0.5909 0.3828 0.4308 0.1 0.0 0.1 0.38
H 0.9226 0.0286 -0.3590 0.0 0.0 0.2 0.28
```
Forces are in eV/Å.

(17)
Molecular formula: C2H2IN3OS
Method: DFT, the ωB97M-V functional and the def2-TZVPD basis

Computed properties:
2S+1: 1
Gap between HOMO and LUMO (spin up / spin down), eV: 4.897 / 4.895
E_LUMO (spin up / spin down), eV: -2.2049 / -2.2060
Highest occupied orbital energy (spin up / spin down), eV: -7.10 / -7.10

Structure (XYZ):
```
10
Properties=species:S:1:pos:R:3:forces:R:3:mulliken_charge:R:1
C -0.9954 -0.4927 -0.2089 1.2 -1.5 -0.5 0.44
C -0.0260 1.7623 -0.3028 0.9 1.1 1.4 0.54
N -0.5348 0.8470 0.3710 -1.1 -0.8 -0.1 -0.10
N -0.0049 -1.3546 -0.0139 0.6 -1.5 -0.4 0.20
N 1.0683 -1.0608 0.7338 1.3 1.0 2.0 -0.88
O -2.0881 -0.5756 -0.6387 -1.6 0.0 -0.5 -0.49
S 0.8390 2.9497 -0.7486 -0.6 -0.5 -0.4 -0.16
I 2.7802 -0.5435 -0.3400 0.1 0.0 -0.4 -0.10
H -1.0545 0.8558 1.2613 0.7 1.1 -0.3 0.29
H 0.0161 -2.3876 -0.1133 -1.5 1.1 -0.8 0.27
```
Forces are in eV/Å.

(18)
Molecular formula: C2H2INO3
Method: DFT, the ωB97M-V functional and the def2-TZVPD basis

Computed properties:
2S+1: 1
Gap between HOMO and LUMO, eV: 9.169
E_LUMO, eV: -0.6479
SMILES: O=C(I)C(=O)NO
Highest occupied orbital energy, eV: -9.82

Structure (XYZ):
```
9
Properties=species:S:1:pos:R:3:forces:R:3:mulliken_charge:R:1
O -1.6756 1.0698 0.9898 0.3 -0.1 -0.2 -0.45
C -1.3673 0.0027 0.5721 -0.8 -0.1 0.3 0.17
I -2.6415 -1.6939 0.6426 -0.2 0.0 0.1 0.08
C -0.0463 -0.3576 -0.0775 0.8 0.4 -0.2 0.65
O 0.2226 -1.4653 -0.4906 0.2 -0.1 -0.1 -0.61
N 0.7875 0.6846 -0.1345 0.2 -0.1 -0.1 -0.06
O 2.0403 0.5384 -0.7081 -0.1 -0.1 0.0 -0.39
H 0.5928 1.6220 0.1833 0.0 -0.2 0.0 0.24
H 2.0876 -0.4007 -0.9771 -0.3 0.2 0.2 0.36
```
Forces are in eV/Å.

(19)
Molecular formula: C2H2INOS
Method: DFT, the ωB97M-V functional and the def2-TZVPD basis

Computed properties:
2S+1: 1
Gap between HOMO and LUMO, eV: 8.883
E_LUMO, eV: -1.0780
Highest occupied orbital energy, eV: -9.96

Structure (XYZ):
```
8
Properties=species:S:1:pos:R:3:forces:R:3:mulliken_charge:R:1
C 0.8778 -0.4808 0.9831 0.6 -2.1 3.9 0.34
C 0.6521 0.2271 -0.1615 -0.1 0.6 -4.6 -0.62
N 1.0521 -1.0790 1.9585 0.0 0.6 -0.8 -0.38
O -1.5253 1.1305 -1.7187 0.2 -0.4 0.4 -0.45
S -1.2412 0.9215 -0.2995 1.7 0.2 0.0 0.36
I -2.0788 -1.1767 0.5608 -0.7 -0.3 -0.2 0.05
H 1.4856 0.9721 -0.2561 -1.3 0.0 -0.2 0.37
H 0.7777 -0.5148 -1.0667 -0.5 1.5 1.5 0.33
```
Forces are in eV/Å.

(20)
Molecular formula: C2H2IrO2
Method: DFT, the ωB97M-V functional and the def2-TZVPD basis

Computed properties:
Charge: +1
2S+1: 5
Gap between HOMO and LUMO (spin up / spin down), eV: 8.208 / 7.408
E_LUMO (spin up / spin down), eV: -6.3416 / -7.9114
Highest occupied orbital energy (spin up / spin down), eV: -14.55 / -15.32

Structure (XYZ):
```
7
Properties=species:S:1:pos:R:3:forces:R:3:mulliken_charge:R:1
H -0.1702 -1.6207 -0.8238 0.2 0.1 0.7 0.35
O 0.3636 1.5041 0.2433 2.4 -0.3 -3.5 -0.45
C 0.5068 0.3667 -0.4794 1.6 1.8 -0.4 0.00
C -0.1387 -0.7730 -0.1247 -1.9 -1.6 -0.2 0.01
O -0.9928 -0.7876 0.9294 0.8 -3.4 -2.5 -0.44
H 1.2199 0.3768 -1.3134 -0.4 0.2 0.3 0.36
Ir -0.7887 0.9336 1.5687 -2.7 3.2 5.5 1.17
```
Forces are in eV/Å.